# 1
{
  "formula": "C16H36Br8O4",
  "method": "ωB97M-V/def2-TZVPD",
  "smiles": "BrCCBr.BrCCBr.BrCCBr.BrCCBr.COCCOC.COCCOC",
  "molar_mass_g_mol": 931.69,
  "total_energy_ha": -21524.15669,
  "de_lowest_ev": 0.503,
  "largest_force_ev_per_a": 2.756,
  "lumo_energy_ev": 0.25,
  "charge": 0,
  "symbols": ["Br", "C", "C", "Br", "H", "H", "H", "H", "Br", "C", "C", "Br", "H", "H", "H", "H", "Br", "C", "C", "Br", "H", "H", "H", "H", "Br", "C", "C", "Br", "H", "H", "H", "H", "C", "O", "C", "C", "O", "C", "H", "H", "H", "H", "H", "H", "H", "H", "H", "H", "C", "O", "C", "C", "O", "C", "H", "H", "H", "H", "H", "H", "H", "H", "H", "H"],
  "coordinates": [[5.2669, -5.7964, -1.1198], [4.9605, -3.7944, -1.1061], [3.9515, -3.3539, -0.0672], [2.2010, -4.3239, -0.2173], [4.5970, -3.4609, -2.0781], [5.9491, -3.3406, -1.0361], [3.8264, -2.2747, -0.1553], [4.3586, -3.6343, 0.9043], [-2.6365, 3.9232, 3.5146], [-2.5728, 3.3401, 1.6733], [-3.0236, 1.8740, 1.4510], [-3.1886, 1.6644, -0.4644], [-1.5534, 3.3626, 1.2883], [-3.1965, 3.9929, 1.0626], [-4.0235, 1.8401, 1.8834], [-2.3171, 1.1418, 1.8420], [2.9517, 5.1483, -0.2079], [2.2394, 5.6336, 1.6129], [1.0775, 6.6774, 1.3649], [-0.5617, 5.9651, 0.4728], [2.9938, 6.2015, 2.1575], [1.8838, 4.7280, 2.1044], [1.4348, 7.5270, 0.7830], [0.7340, 6.9826, 2.3533], [1.6577, -1.5152, -6.4982], [3.0574, -1.5103, -5.0735], [3.0638, -0.2689, -4.2600], [4.1527, -0.6026, -2.5309], [4.0949, -1.5618, -5.4038], [2.7922, -2.3953, -4.4950], [2.0613, 0.0335, -3.9573], [3.4706, 0.6170, -4.7477], [-3.9919, -0.0947, 4.5709], [-2.7602, -0.8010, 4.4270], [-3.0150, -2.1824, 4.0925], [-3.4968, -2.5640, 2.7244], [-2.4412, -2.3105, 1.7694], [-2.8336, -2.5627, 0.4220], [-4.2548, 0.3067, 3.5921], [-3.8321, 0.6721, 5.3288], [-4.7556, -0.7591, 4.9752], [-3.7571, -2.6026, 4.7714], [-2.1066, -2.7718, 4.2168], [-4.2753, -1.8903, 2.3662], [-3.8875, -3.5803, 2.6731], [-2.9744, -3.6367, 0.3002], [-2.0269, -2.2976, -0.2614], [-3.7378, -2.0542, 0.0876], [-0.0885, -2.6129, -2.9154], [0.9972, -1.7527, -2.4464], [0.7711, -1.1629, -1.1568], [0.1147, 0.2669, -1.1338], [1.1126, 1.2553, -1.3786], [0.5042, 2.5659, -1.3906], [0.1172, -3.0078, -3.9103], [-1.0938, -2.2294, -2.7414], [0.0504, -3.4672, -2.2529], [1.7388, -1.1422, -0.6556], [0.2529, -1.9003, -0.5438], [-0.3549, 0.4088, -0.1604], [-0.6718, 0.2320, -1.8876], [-0.3638, 2.7381, -0.7542], [0.1874, 2.6896, -2.4262], [1.1703, 3.4279, -1.3520]],
  "mulliken_charge": [-0.189, -0.621, -0.398, -0.125, 0.205, 0.448, 0.177, 0.436, -0.157, -0.445, -0.530, -0.136, -0.052, 0.474, 0.359, 0.454, -0.163, -0.563, -0.646, -0.137, 0.379, 0.378, 0.393, 0.365, -0.203, -0.521, -0.453, -0.165, 0.463, 0.179, 0.230, 0.444, -0.561, -0.341, -0.709, -0.425, -0.221, -0.396, 0.064, 0.233, 0.382, 0.449, 0.315, 0.341, 0.387, 0.371, -0.163, 0.318, -0.784, 0.103, -0.559, -0.168, -0.297, -0.118, 0.201, 0.267, 0.278, 0.090, 0.309, 0.257, 0.278, -0.119, 0.353, -0.014]
}



# 2
{
  "formula": "CH2F3N3",
  "method": "ωB97M-V/def2-TZVPD",
  "molar_mass_g_mol": 113.04,
  "total_energy_ha": -502.75137,
  "de_lowest_ev": 12.080,
  "largest_force_ev_per_a": 1.933,
  "lumo_energy_ev": [-1.51, -1.67],
  "charge": 0,
  "symbols": ["C", "N", "N", "N", "F", "F", "F", "H", "H"],
  "coordinates": [[-0.2424, 0.2070, -0.0549], [0.3394, -2.7798, -0.4611], [-1.3523, 0.8465, -0.3820], [0.8679, 0.5385, 0.2811], [0.5504, -3.4388, 0.6943], [1.8756, -0.1199, 0.7335], [1.4836, 2.3700, 0.2430], [-2.0169, 0.6519, -1.0980], [-1.5054, 1.7248, 0.0441]],
  "mulliken_charge": [0.283, 0.055, -0.309, 0.207, -0.057, -0.066, -0.575, 0.220, 0.242]
}



# 3
{
  "formula": "C15H26F6NO3P2Sr",
  "method": "ωB97M-V/def2-TZVPD",
  "molar_mass_g_mol": 531.93,
  "total_energy_ha": -2180.22317,
  "de_lowest_ev": 0.000,
  "largest_force_ev_per_a": 1.374,
  "lumo_energy_ev": -3.07,
  "charge": 1,
  "symbols": ["Sr", "P", "C", "C", "N", "C", "C", "C", "C", "C", "P", "H", "H", "H", "H", "H", "H", "H", "H", "O", "H", "H", "O", "H", "C", "H", "H", "H", "C", "H", "H", "H", "C", "H", "H", "H", "C", "H", "H", "H", "C", "C", "O", "C", "F", "F", "F", "C", "F", "F", "F", "H", "H", "H"],
  "coordinates": [[0.6044, 1.3731, -0.0668], [2.4309, -1.1831, 0.1902], [2.5613, -1.5247, -1.6087], [1.2197, -1.7749, -2.2721], [0.1242, -1.1111, -1.8326], [-1.0698, -1.4746, -2.3571], [-1.1881, -2.3772, -3.4188], [-0.0446, -2.9771, -3.9364], [1.1775, -2.6769, -3.3398], [-2.3710, -0.9449, -1.7873], [-2.2060, 0.6102, -0.8357], [2.1107, -3.1275, -3.6784], [-2.1827, -2.5856, -3.8176], [-0.1075, -3.6620, -4.7805], [-3.0949, -0.7570, -2.5978], [-2.8209, -1.7017, -1.1157], [3.0516, -0.6460, -2.0734], [3.2206, -2.3953, -1.7323], [1.1870, 3.6993, -2.0926], [1.5514, 2.8174, -1.8815], [2.1420, 2.6049, -2.6298], [-0.7904, 4.3638, 0.2924], [-0.4791, 4.0823, -0.5934], [-0.8263, 4.7894, -1.1762], [-2.4542, 1.8263, -2.1932], [-3.4681, 1.7007, -2.5849], [-2.3225, 2.8528, -1.8199], [-1.7440, 1.6654, -3.0166], [-3.8475, 0.5960, -0.0373], [-3.9347, 1.4464, 0.6521], [-4.6337, 0.6541, -0.7957], [-3.9783, -0.3323, 0.5356], [2.4167, -2.9130, 0.8461], [3.3481, -3.4269, 0.5578], [2.3507, -2.8830, 1.9485], [1.5648, -3.4915, 0.4511], [4.1693, -0.7581, 0.5328], [4.2563, -0.4657, 1.5856], [4.8120, -1.6172, 0.3395], [4.4846, 0.0797, -0.0976], [-1.8165, 0.7352, 3.4694], [-0.3225, 0.9710, 3.3127], [-0.0057, 1.3834, 2.0533], [0.1327, 2.0691, 4.3397], [-0.2269, 1.7454, 5.6226], [1.4667, 2.3040, 4.3128], [-0.4797, 3.2508, 4.0355], [0.4533, -0.3770, 3.6210], [0.2445, -0.8993, 4.8639], [0.0429, -1.3405, 2.7246], [1.8015, -0.2543, 3.4438], [-2.3348, 1.6678, 3.2110], [-2.0730, 0.4202, 4.4910], [-2.1020, -0.0299, 2.7365]],
  "mulliken_charge": [2.225, 0.564, -0.874, 0.424, 0.316, 0.200, -0.811, -0.558, -0.860, -1.020, 0.721, 0.441, 0.453, 0.427, 0.517, 0.456, 0.410, 0.392, 0.233, -0.543, 0.264, 0.278, -0.501, 0.277, -1.291, 0.416, 0.285, 0.367, -1.400, 0.346, 0.464, 0.380, -1.408, 0.463, 0.359, 0.341, -1.373, 0.383, 0.424, 0.358, -1.618, 0.703, -1.162, 0.523, -0.258, -0.234, -0.248, 0.489, -0.279, -0.274, -0.251, 0.369, 0.400, 0.293]
}



# 4
{
  "formula": "C6H8O2S",
  "method": "ωB97M-V/def2-TZVPD",
  "molar_mass_g_mol": 144.19,
  "total_energy_ha": -781.89956,
  "de_lowest_ev": 3.919,
  "largest_force_ev_per_a": 5.023,
  "lumo_energy_ev": [-0.19, -0.19],
  "charge": 0,
  "symbols": ["C", "C", "C", "C", "C", "C", "O", "O", "S", "H", "H", "H", "H", "H", "H", "H", "H"],
  "coordinates": [[0.1342, -0.8940, -0.2708], [1.1138, 0.0011, -0.3753], [-0.0954, -1.0388, 1.1360], [-0.5450, 1.6096, 1.9944], [-0.6128, -1.8689, -1.1273], [1.5685, 1.0938, -1.3448], [-0.5493, -1.9030, 1.8538], [-1.7580, 1.5358, 1.4205], [0.7677, 0.6218, 1.5948], [-0.3472, 2.6784, 2.0812], [-0.0132, -2.5453, -1.6371], [-1.3782, -1.4346, -1.7695], [-0.9876, -2.6631, -0.3976], [2.6607, 1.0940, -1.5305], [1.3531, 1.9545, -0.7977], [0.7079, 1.0664, -2.1492], [-2.0192, 0.6922, 1.3189]],
  "mulliken_charge": [0.354, 0.169, 0.309, -0.159, -1.190, -0.954, -0.517, -0.429, -0.108, 0.358, 0.383, 0.265, 0.321, 0.322, 0.307, 0.270, 0.297]
}



# 5
{
  "formula": "C4H12N2O2S",
  "method": "ωB97M-V/def2-TZVPD",
  "molar_mass_g_mol": 152.22,
  "total_energy_ha": -817.46214,
  "largest_force_ev_per_a": 1.892,
  "lumo_energy_ev": [-2.97, -8.49],
  "multiplicity": 2,
  "charge": 1,
  "symbols": ["O", "C", "N", "C", "C", "S", "C", "N", "H", "H", "H", "H", "H", "H", "H", "H", "H", "H", "H", "H", "O"],
  "coordinates": [[1.4437, 2.1974, -0.7299], [0.3043, 2.0157, -0.4348], [-0.2110, 0.7354, -0.3695], [0.5124, -0.4260, -0.6807], [-0.0713, -1.2147, -1.9046], [-0.1001, -0.2035, -3.3690], [0.3928, -1.4188, 0.5286], [1.2507, -0.9153, 1.5231], [-0.4300, 2.7749, -0.1377], [-1.1173, 0.5098, -0.0017], [1.5525, -0.2039, -0.8363], [0.5012, -2.0874, -2.1925], [-1.0784, -1.5636, -1.6527], [-1.0920, 0.5845, -2.9209], [-0.6254, -1.4438, 0.7834], [0.7518, -2.3849, 0.2147], [0.9628, 0.0133, 1.8004], [1.4357, -1.5557, 2.2843], [-1.1177, 2.2386, 2.8415], [-1.6062, 0.7625, 2.8717], [-1.6584, 1.5855, 2.3827]],
  "lowdin_spin": [0.077, 0.001, 0.115, 0.109, 0.080, 0.331, 0.065, 0.176, -0.001, 0.003, 0.000, -0.001, 0.007, 0.018, 0.010, 0.000, 0.001, 0.009, 0.000, 0.000, 0.001]
}



Q: Which formula does entry 5 have?
A: C4H12N2O2S